No. 1
# C14H16N2

One molecule with the formula C14H16N2 in a non-equilibrium geometry (wB97M-V/def2-TZVPD, the OMol25 dataset).

Properties
* HOMO: -7.579 eV
* energy: -652.4711 a.u.
* LUMO energy: 0.74 eV
* frontier orbital gap: 8.323 eV
* SMILES string: Nc1ccccc1/C=C/[C@]1(N)C=CC=CC1

Geometry as XYZ:
```
32
Properties=species:S:1:pos:R:3:mulliken_charge:R:1
N 0.957 1.443 -2.101 -0.379
C 0.653 2.557 -1.424 0.931
C 0.588 3.590 -2.276 -0.658
C 0.233 4.813 -1.791 -0.418
C -0.390 4.905 -0.519 -0.524
C -0.530 3.767 0.229 -0.493
C 0.045 2.521 -0.158 0.057
C -0.052 1.271 0.628 -0.287
C 0.933 0.490 0.981 -1.249
C 0.652 -0.814 1.767 1.845
N -0.511 -0.831 2.620 -0.658
C 1.841 -1.150 2.737 -1.118
C 2.253 -2.403 3.035 -0.309
C 1.551 -3.497 2.396 -0.418
C 0.666 -3.261 1.358 -0.664
C 0.361 -1.927 0.794 -0.524
H 0.990 0.578 -1.524 0.129
H 1.002 1.451 -3.099 0.169
H 0.972 3.480 -3.317 0.195
H 0.167 5.752 -2.362 0.308
H -0.983 5.871 -0.219 0.228
H -1.164 3.684 1.073 0.444
H -1.095 0.994 0.929 0.182
H 1.896 0.892 0.728 0.496
H -1.411 -0.782 2.197 0.223
H -0.375 -1.566 3.277 0.356
H 2.376 -0.260 3.110 0.366
H 3.070 -2.546 3.817 0.316
H 1.642 -4.503 2.750 0.421
H 0.081 -4.072 0.904 0.353
H 1.135 -1.794 0.055 0.306
H -0.622 -1.720 0.340 0.371
```


No. 2
# C16H17Cl2F5O2Sn

C16H17Cl2F5O2Sn as an isolated structure in a non-equilibrium geometry (wB97M-V/def2-TZVPD, the OMol25 dataset).

Properties
* HOMO: 0.872 eV
* energy: -2404.3173 a.u.
* LUMO energy: 4.09 eV
* frontier orbital gap: 3.214 eV
* net charge: -2

Geometry as XYZ:
```
43
Properties=species:S:1:pos:R:3:mulliken_charge:R:1
C -0.775 0.931 -2.606 0.753
C -1.637 -0.160 -2.321 0.152
C -0.838 -1.253 -1.953 0.633
C -3.107 -0.108 -2.340 -1.533
C 0.519 -0.874 -2.032 0.439
C 0.566 0.468 -2.486 0.403
C 1.779 1.249 -2.780 -1.182
C -1.216 2.288 -2.946 -1.687
C -1.391 -2.589 -1.570 -1.838
C 1.725 -1.682 -1.736 -1.445
Sn 1.196 1.503 1.695 1.196
Cl -2.846 1.252 0.532 -0.834
Cl 1.251 3.904 2.771 -0.531
O 2.707 0.246 1.310 -0.714
H -3.458 0.859 -1.974 0.315
H -3.513 -0.866 -1.659 0.318
H -3.494 -0.292 -3.355 0.299
H -2.165 -2.442 -0.808 0.354
H -0.605 -3.232 -1.178 0.367
H -1.855 -3.079 -2.433 0.275
H 1.435 -2.647 -1.277 0.378
H 2.380 -1.136 -1.023 0.164
H 2.302 -1.893 -2.667 0.231
H 2.650 0.555 -2.977 0.348
H 2.012 1.910 -1.878 0.019
H 1.601 1.901 -3.676 0.357
H -2.052 2.567 -2.289 0.350
H -1.545 2.347 -3.997 0.211
H -0.397 3.001 -2.791 0.395
H 3.637 0.592 1.034 0.247
O 1.287 2.394 0.005 -0.640
H 0.850 3.442 0.067 0.350
F -0.117 -1.408 1.680 0.009
C 0.025 -1.013 2.977 0.692
C 0.488 0.278 3.257 -0.717
C 0.754 0.614 4.583 0.713
F 1.343 1.786 4.911 -0.290
C 0.537 -0.286 5.632 0.003
F 0.896 0.041 6.916 -0.307
C 0.051 -1.560 5.327 0.684
F -0.091 -2.480 6.320 -0.309
C -0.226 -1.934 4.008 -0.333
F -0.661 -3.193 3.730 -0.294
```


No. 3
# H19O9

A 9-piece molecular cluster, H19O9 overall in a non-equilibrium geometry (wB97M-V/def2-TZVPD, the OMol25 dataset).

Properties
* HOMO: -14.513 eV
* energy: -688.2593 a.u.
* LUMO energy: -3.02 eV
* frontier orbital gap: 11.493 eV
* net charge: +1

Geometry as XYZ:
```
28
Properties=species:S:1:pos:R:3:mulliken_charge:R:1
O -1.144 -1.661 -0.863 -0.615
H -0.280 -1.612 -1.110 0.263
H -1.559 1.593 2.619 0.304
O 2.990 -2.379 0.101 -0.591
H 3.574 -2.601 0.858 0.317
O -0.814 1.131 -1.622 -0.383
H -0.620 -0.288 2.224 0.334
H 0.003 0.638 -0.991 0.487
O -0.624 -1.196 2.363 -0.537
H -0.949 -1.976 0.101 0.349
H 3.264 -2.948 -0.572 0.290
O -3.194 1.368 -0.496 -0.718
H 3.188 1.202 2.727 0.310
H -3.440 1.461 0.422 0.306
O 2.695 0.899 1.940 -0.700
H 2.695 -0.081 2.020 0.311
H -3.768 0.680 -0.970 0.349
O 0.775 0.609 0.227 -0.488
H -1.662 0.824 -1.253 0.398
H 1.681 0.674 0.452 0.344
O -0.071 -0.256 -3.815 -0.700
H 0.111 -1.382 2.830 0.317
H 0.191 0.828 0.886 0.340
O -1.035 1.489 1.766 -0.765
H -0.352 0.295 -4.576 0.354
H 0.717 0.264 -3.686 0.358
H -0.723 0.945 -2.562 0.457
H -1.647 1.482 0.980 0.309
```